{"formula": "C42H116N10O11", "method": "wB97M-V/def2-TZVPD", "largest_force_ev_per_a": 2.11, "total_energy_ev": -82853.7474, "lumo_ev": 0.5, "homo_ev": -8.74, "elements": ["C", "O", "C", "C", "C", "N", "H", "H", "H", "H", "H", "H", "H", "H", "H", "H", "H", "C", "O", "C", "C", "C", "N", "H", "H", "H", "H", "H", "H", "H", "H", "H", "H", "H", "C", "O", "C", "C", "C", "N", "H", "H", "H", "H", "H", "H", "H", "H", "H", "H", "H", "C", "O", "C", "C", "C", "N", "H", "H", "H", "H", "H", "H", "H", "H", "H", "H", "H", "C", "O", "C", "C", "C", "N", "H", "H", "H", "H", "H", "H", "H", "H", "H", "H", "H", "C", "O", "C", "C", "C", "N", "H", "H", "H", "H", "H", "H", "H", "H", "H", "H", "H", "C", "O", "C", "C", "C", "N", "H", "H", "H", "H", "H", "H", "H", "H", "H", "H", "H", "C", "O", "C", "C", "C", "N", "H", "H", "H", "H", "H", "H", "H", "H", "H", "H", "H", "C", "O", "C", "C", "C", "N", "H", "H", "H", "H", "H", "H", "H", "H", "H", "H", "H", "C", "O", "C", "C", "C", "N", "H", "H", "H", "H", "H", "H", "H", "H", "H", "H", "H", "C", "C", "O", "H", "H", "H", "H", "H", "H"], "xyz": [[6.48860, -4.09744, -20.12476], [6.18498, -2.79073, -19.59615], [4.95709, -2.30370, -20.04385], [4.48933, -1.21716, -19.15175], [4.04131, -1.79378, -17.85403], [3.34338, -0.50833, -19.81572], [5.86034, -4.85199, -19.62248], [7.51639, -4.31230, -19.83800], [6.38835, -4.12118, -21.21289], [5.05457, -1.90795, -21.07734], [4.20432, -3.11170, -20.12818], [5.31737, -0.49982, -18.99481], [3.84069, -1.11977, -17.02476], [4.86586, -2.41785, -17.45101], [3.24136, -2.50752, -18.04891], [3.72884, 0.05777, -20.59711], [3.04686, 0.22825, -19.13195], [2.21978, 7.14175, -15.82491], [3.20726, 8.04481, -16.28818], [3.31439, 7.96518, -17.64785], [4.55413, 8.66924, -18.08526], [4.48337, 10.14676, -17.95355], [4.79914, 8.36785, -19.47843], [1.27342, 7.27299, -16.38056], [2.00739, 7.32423, -14.77592], [2.56674, 6.10294, -15.94365], [3.35271, 6.89963, -17.96277], [2.41048, 8.35765, -18.15486], [5.36648, 8.29929, -17.43190], [4.29524, 10.50563, -16.94255], [3.71655, 10.53188, -18.62868], [5.43958, 10.58307, -18.26531], [4.91606, 7.37127, -19.66746], [5.66424, 8.82386, -19.75926], [-4.02464, 7.66193, -13.54081], [-3.31785, 6.43400, -13.40316], [-4.02321, 5.32868, -13.95060], [-3.23285, 4.06311, -13.78401], [-1.81812, 4.11556, -14.35724], [-3.97563, 2.98673, -14.48122], [-4.06609, 7.96645, -14.59719], [-3.45470, 8.39711, -12.97792], [-5.04507, 7.58340, -13.15047], [-4.99489, 5.15582, -13.43738], [-4.22635, 5.48942, -15.02543], [-3.09363, 3.79426, -12.72250], [-1.22371, 4.92210, -13.94324], [-1.84452, 4.18851, -15.46243], [-1.31610, 3.14512, -14.22283], [-4.81741, 2.71757, -13.97206], [-3.39264, 2.15310, -14.53641], [5.96612, 1.66062, -17.26138], [6.17923, 2.72257, -16.31974], [7.53716, 2.81102, -15.95917], [7.82190, 3.99238, -15.06355], [7.42125, 5.30397, -15.71405], [9.27372, 4.01856, -14.75714], [6.27865, 1.99897, -18.26543], [4.92669, 1.32509, -17.34078], [6.44435, 0.69626, -16.99120], [7.82667, 1.87058, -15.46501], [8.13377, 2.88576, -16.88936], [7.30465, 3.78256, -14.12154], [7.73772, 5.30298, -16.76769], [7.92976, 6.13962, -15.23123], [6.35715, 5.54260, -15.74069], [9.55149, 3.24142, -14.16859], [9.83721, 3.97882, -15.60545], [-2.68048, 6.44882, -17.42090], [-2.61465, 5.30886, -18.21206], [-3.60834, 4.40643, -17.91684], [-3.09393, 2.96961, -18.09288], [-2.74904, 2.61316, -19.53074], [-4.01184, 1.98968, -17.51689], [-1.74565, 6.99176, -17.52442], [-2.82010, 6.18705, -16.35658], [-3.51875, 7.09741, -17.71050], [-3.96654, 4.48824, -16.87708], [-4.50734, 4.57808, -18.54274], [-2.14990, 2.90760, -17.53007], [-2.54158, 1.54647, -19.65234], [-1.87634, 3.15475, -19.91923], [-3.54732, 2.86303, -20.25085], [-4.96568, 2.11382, -17.87724], [-4.10425, 2.12522, -16.49538], [0.94010, -2.41112, -16.50174], [-0.23627, -2.58815, -15.67628], [-1.44576, -2.47094, -16.31072], [-1.84894, -1.04778, -16.56859], [-1.80090, -0.15823, -15.34555], [-3.24304, -1.01488, -17.10630], [0.71074, -2.54785, -17.56705], [1.66520, -3.18432, -16.22537], [1.39658, -1.43123, -16.30374], [-1.45897, -3.03682, -17.25831], [-2.19237, -2.94202, -15.66993], [-1.18200, -0.57358, -17.32005], [-0.80337, -0.02400, -14.93243], [-2.49452, -0.50160, -14.57473], [-2.11023, 0.84622, -15.67696], [-3.24068, -1.49165, -18.01807], [-3.45962, -0.03133, -17.34770], [3.47539, 5.70767, -12.73505], [2.82097, 4.76872, -13.55336], [3.53661, 3.58195, -13.63448], [2.85528, 2.71490, -14.62413], [1.54066, 2.18294, -14.03186], [3.72642, 1.55968, -15.01755], [3.61148, 5.34433, -11.69744], [2.97082, 6.66697, -12.67334], [4.49625, 5.87844, -13.13240], [4.56731, 3.80074, -13.97084], [3.59914, 3.05567, -12.66587], [2.60990, 3.26619, -15.52831], [1.67191, 1.55677, -13.14512], [0.98950, 1.60105, -14.77177], [0.92485, 3.04178, -13.72801], [3.95613, 1.07532, -14.13635], [4.64091, 1.95144, -15.28914], [4.21574, 2.72616, -21.00850], [4.23551, 1.58518, -21.84986], [3.29311, 1.65962, -22.89178], [3.22537, 0.35579, -23.58861], [4.56170, -0.14600, -24.04722], [2.24166, 0.50454, -24.68277], [4.70712, 3.60226, -21.46019], [4.69470, 2.44673, -20.06960], [3.17944, 3.03842, -20.77638], [2.30352, 1.87152, -22.45865], [3.54322, 2.46475, -23.60780], [2.81109, -0.37910, -22.88989], [5.06683, 0.57160, -24.70594], [4.42564, -1.09028, -24.57660], [5.25862, -0.31421, -23.21765], [2.48102, 1.29294, -25.28322], [2.27097, -0.32260, -25.27385], [5.46831, 4.95480, -18.67922], [5.62058, 5.50246, -19.95336], [6.91352, 5.86226, -20.22995], [6.95332, 6.47941, -21.59134], [6.60561, 5.50498, -22.71168], [8.18593, 7.19158, -21.88943], [6.31757, 4.28619, -18.42031], [4.59313, 4.30584, -18.65723], [5.45236, 5.65372, -17.82918], [7.37632, 6.53975, -19.49158], [7.55264, 4.95074, -20.23312], [6.16213, 7.24741, -21.58642], [6.46382, 6.07900, -23.62872], [5.65716, 4.99737, -22.52438], [7.40495, 4.78148, -22.88662], [9.00324, 6.58305, -21.82283], [8.32797, 7.92626, -21.18917], [2.71800, 6.01945, -21.57407], [2.18946, 7.17921, -22.19944], [1.57579, 6.94102, -23.48780], [0.63660, 8.06626, -23.84252], [-0.48893, 8.09669, -22.89733], [0.10066, 7.73350, -25.21149], [2.76304, 6.23204, -20.49644], [3.75460, 5.86084, -21.88905], [2.06651, 5.15015, -21.70633], [2.34205, 6.87078, -24.28533], [0.97762, 6.01883, -23.45217], [1.19800, 9.00787, -23.85697], [-1.03041, 7.16073, -22.89488], [-1.13616, 8.94994, -23.13297], [-0.08423, 8.32950, -21.90951], [-0.51863, 8.48336, -25.51568], [0.87701, 7.68031, -25.86951], [1.54676, 3.88657, -18.14474], [1.26670, 2.40048, -17.99995], [2.47624, 1.61154, -17.82522], [2.18323, 4.07973, -19.00316], [2.06026, 4.27045, -17.25383], [0.62265, 4.46618, -18.18671], [0.74363, 1.98915, -18.88466], [0.49216, 2.20526, -17.22539], [2.69929, 1.54323, -16.86781]]}